Record 1
{"formula": "C28H30FN4O3S2", "method": "ωB97M-V/def2-TZVPD", "species": ["C", "N", "C", "C", "C", "C", "N", "C", "O", "C", "C", "C", "C", "S", "O", "O", "N", "C", "C", "C", "C", "C", "C", "C", "C", "C", "C", "C", "C", "N", "C", "C", "C", "C", "F", "C", "C", "S", "H", "H", "H", "H", "H", "H", "H", "H", "H", "H", "H", "H", "H", "H", "H", "H", "H", "H", "H", "H", "H", "H", "H", "H", "H", "H", "H", "H", "H", "H"], "xyz": [[-4.6460, -1.7864, -1.5712], [-4.2169, -0.4112, -1.3566], [-3.7952, 0.1832, -2.6163], [-5.2933, 0.3863, -0.7701], [-5.5583, 0.0821, 0.7044], [-4.5276, 0.6878, 1.6555], [-3.1747, 0.2104, 1.3969], [-2.8983, -1.1019, 1.7147], [-3.6705, -1.7975, 2.3251], [-1.6046, -1.6341, 1.1771], [-1.4034, -1.6253, -0.2045], [-0.2580, -2.1853, -0.7330], [0.6623, -2.7497, 0.1360], [2.1524, -3.4147, -0.5387], [2.8673, -4.2543, 0.3518], [2.0801, -3.6832, -1.9294], [3.2807, -1.8646, -0.5450], [2.7785, -0.8003, -1.4225], [3.8808, 0.2288, -1.6485], [4.5183, 0.6520, -0.3497], [5.2879, 1.8097, -0.3038], [5.8940, 2.2109, 0.8717], [5.7372, 1.4548, 2.0227], [4.9819, 0.2982, 1.9870], [4.3741, -0.1099, 0.8052], [3.5373, -1.3704, 0.8100], [0.4584, -2.8172, 1.5024], [-0.6984, -2.2637, 2.0245], [-2.1942, 1.0559, 0.9766], [-0.9379, 0.8265, 1.1424], [-0.1632, 1.8285, 0.6391], [1.2256, 1.8947, 0.7022], [1.8749, 2.9792, 0.1529], [1.1371, 3.9908, -0.4549], [1.8013, 5.0225, -0.9983], [-0.2432, 3.9776, -0.5192], [-0.8839, 2.8857, 0.0376], [-2.5883, 2.5723, 0.1524], [-5.5618, -1.8451, -2.1750], [-4.8273, -2.2720, -0.6147], [-3.8604, -2.3368, -2.0872], [-4.6161, 0.2588, -3.3420], [-3.0052, -0.4238, -3.0581], [-3.4040, 1.1832, -2.4313], [-5.0197, 1.4405, -0.8660], [-6.2288, 0.2341, -1.3331], [-6.5280, 0.5032, 0.9719], [-5.6091, -0.9924, 0.8720], [-4.7851, 0.4032, 2.6804], [-4.5283, 1.7760, 1.5775], [-2.1525, -1.1713, -0.8370], [-0.0731, -2.2101, -1.7948], [4.1507, -2.2331, -0.9419], [2.4622, -1.2526, -2.3646], [1.9174, -0.3355, -0.9344], [3.4624, 1.0998, -2.1545], [4.6502, -0.1871, -2.3067], [5.4072, 2.3964, -1.2021], [6.4858, 3.1121, 0.8912], [6.2060, 1.7626, 2.9434], [4.8603, -0.2982, 2.8783], [4.0327, -2.1590, 1.3824], [2.5657, -1.1714, 1.2787], [1.1826, -3.3145, 2.1277], [-0.8988, -2.3101, 3.0831], [1.7750, 1.1192, 1.2100], [2.9485, 3.0661, 0.1987], [-0.7827, 4.7894, -0.9781]], "smiles": "CN(C)CCCN(C(=O)c1ccc(S(=O)(=O)[N@H+]2CCc3ccccc3C2)cc1)c1nc2ccc(F)cc2s1", "total_charge": 1, "e_tot_ev": -66007.9299, "fmax_ha_per_bohr": 0.022, "de_lowest_ev": 1.036}


Record 2
{"formula": "C28H30FN5O2S", "method": "ωB97M-V/def2-TZVPD", "species": ["O", "C", "C", "S", "C", "N", "N", "C", "C", "N", "C", "O", "C", "C", "C", "C", "C", "C", "C", "C", "C", "C", "N", "C", "C", "C", "C", "C", "C", "N", "C", "C", "C", "C", "F", "C", "C", "H", "H", "H", "H", "H", "H", "H", "H", "H", "H", "H", "H", "H", "H", "H", "H", "H", "H", "H", "H", "H", "H", "H", "H", "H", "H", "H", "H", "H", "H"], "xyz": [[0.3855, 5.8343, -4.0484], [0.4370, 5.1625, -3.0455], [1.6739, 4.2998, -2.7904], [1.6414, 3.2488, -1.3115], [0.6494, 1.9626, -1.9402], [0.3440, 1.7636, -3.1926], [-0.4261, 0.6687, -3.2464], [-0.6023, 0.2192, -2.0377], [-1.3518, -1.0123, -1.6725], [-0.5053, -1.9593, -0.9795], [-0.7004, -2.2788, 0.3230], [-1.6179, -1.8047, 0.9612], [0.2908, -3.2845, 0.9059], [1.7463, -2.8796, 0.6436], [2.6849, -3.9139, 1.2677], [2.4504, -3.9820, 2.7749], [1.0027, -4.3903, 3.0396], [0.7344, -5.7617, 2.4220], [0.9720, -5.6923, 0.9146], [2.4196, -5.2840, 0.6449], [0.0255, -4.6663, 0.2909], [0.0645, -3.3595, 2.4196], [0.0692, 1.0159, -1.1410], [0.1640, 0.9039, 0.2631], [-0.9822, 0.9762, 1.0424], [-0.8777, 0.8461, 2.4147], [0.3604, 0.6566, 3.0046], [1.5033, 0.6094, 2.2238], [1.4110, 0.7320, 0.8492], [-0.5092, 5.0999, -2.0795], [-1.7575, 5.7248, -2.0277], [-2.5509, 5.4847, -0.9067], [-3.7966, 6.0693, -0.7905], [-4.2407, 6.8956, -1.8072], [-5.4571, 7.4713, -1.6977], [-3.4715, 7.1458, -2.9287], [-2.2253, 6.5585, -3.0399], [2.5413, 4.9527, -2.6856], [1.8192, 3.6479, -3.6527], [-2.1748, -0.7844, -0.9874], [-1.7500, -1.4456, -2.5940], [0.2522, -2.3689, -1.5002], [1.9534, -2.8191, -0.4280], [1.9327, -1.8952, 1.0786], [3.7221, -3.6186, 1.0712], [2.6501, -3.0076, 3.2267], [3.1327, -4.7071, 3.2239], [0.8266, -4.4352, 4.1197], [-0.2956, -6.0640, 2.6224], [1.3960, -6.5079, 2.8675], [0.7800, -6.6741, 0.4675], [3.0991, -6.0234, 1.0738], [2.6038, -5.2478, -0.4318], [-1.0118, -4.9537, 0.4768], [0.1752, -4.6369, -0.7916], [-0.9759, -3.6241, 2.6136], [0.2371, -2.3732, 2.8564], [-1.9441, 1.1271, 0.5776], [-1.7685, 0.8847, 3.0210], [0.4360, 0.5482, 4.0760], [2.4709, 0.4706, 2.6828], [2.2942, 0.6917, 0.2286], [-0.2918, 4.5190, -1.2762], [-2.1881, 4.8372, -0.1207], [-4.4199, 5.8927, 0.0715], [-3.8485, 7.7940, -3.7034], [-1.6116, 6.7402, -3.9059]], "smiles": "O=C(CSc1nnc(CNC(=O)[C@]23C[C@H]4C[C@H](C[C@H](C4)C2)C3)n1-c1ccccc1)Nc1ccc(F)cc1", "e_tot_ev": -54623.6011, "fmax_ha_per_bohr": 0.027, "de_lowest_ev": 0.038}


Record 3
{"formula": "C28H30GeO3PPtSTe", "method": "ωB97M-V/def2-TZVPD", "species": ["Pt", "O", "S", "O", "O", "C", "C", "C", "C", "C", "C", "P", "C", "C", "C", "C", "C", "C", "C", "C", "C", "C", "C", "C", "H", "H", "H", "H", "H", "H", "H", "H", "H", "H", "H", "H", "H", "H", "Te", "C", "C", "C", "C", "C", "C", "H", "H", "H", "H", "H", "C", "Ge", "C", "C", "C", "H", "H", "H", "H", "H", "H", "H", "H", "H", "H", "H"], "xyz": [[1.0419, -0.0144, -1.3072], [3.0783, 0.0053, -0.3226], [3.8320, -1.2812, -0.8522], [2.4937, -2.2179, -0.2881], [3.7155, -1.3498, -2.2997], [4.0881, -1.8906, 2.0451], [4.8088, -1.9641, 3.2691], [4.2793, -1.6727, 4.5140], [2.9449, -1.2712, 4.6414], [2.1837, -1.1640, 3.5019], [2.7814, -1.4800, 2.2662], [1.6707, -1.3777, 0.8232], [0.3994, -2.6703, 1.0678], [-0.6163, -2.8614, 0.1337], [-1.5337, -3.8879, 0.2728], [-1.4379, -4.7557, 1.3520], [-0.4153, -4.5903, 2.2708], [0.5041, -3.5604, 2.1299], [0.7696, 0.1921, 1.1770], [1.5592, 1.2931, 1.5591], [0.9548, 2.4663, 1.9303], [-0.4358, 2.5760, 1.9074], [-1.2159, 1.5165, 1.4972], [-0.6147, 0.3176, 1.1031], [5.8532, -2.2682, 3.2473], [4.8934, -1.7511, 5.4080], [2.5189, -1.0445, 5.6116], [1.1480, -0.8497, 3.6034], [-0.6929, -2.2065, -0.7268], [-2.3182, -4.0118, -0.4626], [-2.1510, -5.5631, 1.4682], [-0.3199, -5.2714, 3.1077], [1.3065, -3.4558, 2.8470], [2.6330, 1.1845, 1.5794], [1.5626, 3.3053, 2.2404], [-0.9014, 3.5071, 2.2033], [-2.2909, 1.6170, 1.4780], [-1.2283, -0.5257, 0.8165], [1.8363, 1.5726, -3.1997], [0.6773, 3.2472, -2.6271], [-0.1127, 3.2921, -1.4853], [-0.8269, 4.4372, -1.1640], [-0.7634, 5.5608, -1.9719], [0.0263, 5.5275, -3.1081], [0.7357, 4.3837, -3.4333], [-0.1690, 2.4226, -0.8461], [-1.4397, 4.4426, -0.2724], [-1.3218, 6.4537, -1.7167], [0.0883, 6.3968, -3.7513], [1.3379, 4.3833, -4.3321], [-3.1527, 1.4969, -2.6457], [-2.5341, -0.2930, -2.1386], [-3.2665, -1.5935, -3.4236], [-3.4438, -0.7359, -0.4484], [-0.5981, -0.3836, -2.4289], [-4.2388, 1.5630, -2.5611], [-2.8688, 1.7212, -3.6727], [-2.7086, 2.2593, -2.0129], [-4.3549, -1.5883, -3.4051], [-2.9238, -2.5998, -3.1904], [-2.9379, -1.3552, -4.4339], [-4.5004, -0.8217, -0.7019], [-3.3492, 0.0459, 0.2969], [-3.1269, -1.6796, -0.0047], [-0.5467, 0.2232, -3.3466], [-0.3659, -1.4018, -2.7879]], "total_charge": -1, "e_tot_ev": -122843.6526, "fmax_ha_per_bohr": 0.052, "de_lowest_ev": 4.435}